[1]
Here is one molecule with the formula C2H4N4O from the Open Molecules 2025 dataset. Energies are from wB97M-V/def2-TZVPD.

Each line ends with the natural charge from an NBO analysis.
Cartesian coordinates (Å):
C1 0.301 0.161 -0.137  0.256
C2 1.485 0.921 0.040  -0.165
H1 -1.673 -1.436 -0.189  0.369
H2 -2.375 -0.578 0.971  0.351
H3 -1.377 1.287 -0.643  0.378
H4 1.781 1.944 0.053  0.236
N1 -2.032 -0.540 0.011  -0.648
N2 -1.070 0.501 -0.019  -0.450
N3 2.460 0.009 0.065  -0.001
N4 0.523 -1.136 -0.145  -0.201
O1 1.978 -1.134 -0.008  -0.125

Values from the calculation:
HOMO energy	-9.300	eV
LUMO energy	0.925	eV
structure (SMILES)	NNc1cnon1
E	-10142.7864	eV


[2]
Here is one molecule with the formula C2H4N4O from the Open Molecules 2025 dataset. Energies are from wB97M-V/def2-TZVPD.

Each line ends with the natural charge from an NBO analysis.
Cartesian coordinates (Å):
C1 -0.350 0.118 -1.356  0.069
C2 0.447 -1.032 0.197  0.611
H1 0.195 1.943 0.593  0.370
H2 -1.363 1.441 1.096  0.396
H3 -0.637 0.970 -1.908  0.200
H4 1.095 -0.400 1.822  0.494
N1 -0.382 1.120 0.815  -0.678
N2 -0.134 0.113 -0.008  -0.253
N3 -0.222 -1.101 -1.744  -0.258
N4 0.228 -1.930 -0.803  -0.324
O1 1.122 -1.241 1.295  -0.627

Values from the calculation:
HOMO energy	-8.738	eV
LUMO energy	0.243	eV
structure (SMILES)	Nn1cnnc1O
E	-10143.9740	eV


[3]
Here is one molecule with the formula C2H4N4O from the Open Molecules 2025 dataset. Energies are from wB97M-V/def2-TZVPD.

Each line ends with the natural charge from an NBO analysis.
Cartesian coordinates (Å):
N1 -0.512 -1.798 1.197  -0.826
C1 -0.163 -0.603 0.568  0.455
N2 0.364 0.434 1.189  -0.336
N3 0.606 1.291 0.149  -0.400
C2 0.190 0.727 -0.991  0.632
O1 0.323 1.347 -2.166  -0.652
N4 -0.304 -0.466 -0.786  -0.561
H1 -0.029 -1.934 2.071  0.384
H2 -1.511 -1.913 1.316  0.382
H3 1.008 2.203 0.289  0.417
H4 0.026 0.712 -2.835  0.506

Values from the calculation:
HOMO energy	-8.936	eV
LUMO energy	0.746	eV
structure (SMILES)	Nc1n[nH]c(O)n1
E	-10146.8324	eV